Entry 1:
Formula: C32H48GaP2
Source: the OMol25 dataset
Level of theory: ωB97M-V/def2-TZVPD

Last column: Löwdin charge in e.
Positions of all 83 atoms, in Å:
Ga 1.68 -0.05 -1.53  0.336
C -3.21 2.28 0.86  -0.216
C -4.02 1.38 0.11  -0.208
C -3.35 0.31 2.03  -0.198
C -2.81 1.63 2.05  -0.198
C -4.09 0.16 0.83  -0.208
C -2.87 3.67 0.50  -0.060
H -2.89 3.82 -0.58  0.065
H -1.87 3.93 0.85  0.063
H -3.56 4.40 0.94  0.095
C -2.03 2.29 3.12  -0.053
H -2.01 3.38 2.98  0.078
H -0.98 1.97 3.14  0.061
H -2.49 2.07 4.09  0.092
C -3.27 -0.70 3.10  -0.048
H -3.48 -0.25 4.07  0.092
H -2.29 -1.18 3.19  0.053
H -3.99 -1.51 2.94  0.077
C -4.84 -1.04 0.41  -0.051
H -5.88 -1.03 0.76  0.096
H -4.37 -1.94 0.81  0.066
H -4.86 -1.12 -0.67  0.067
C -4.62 1.65 -1.21  -0.046
H -5.66 2.02 -1.18  0.094
H -4.62 0.73 -1.80  0.068
H -4.02 2.40 -1.74  0.065
C 3.62 0.43 -2.85  -0.280
C 2.96 1.74 -2.97  -0.497
C 1.99 1.84 -4.14  -0.194
C 0.91 0.71 -4.25  -0.125
C 0.77 -0.32 -3.11  -0.250
C 1.64 -1.48 -3.03  -0.151
C 2.71 -1.60 -4.03  -0.160
C 3.72 -0.42 -4.09  -0.183
H 2.57 1.82 -5.06  0.113
H 1.13 0.10 -5.17  0.126
H 1.47 2.80 -4.13  0.106
H 3.59 0.11 -5.05  0.110
H 4.56 0.45 -2.29  0.103
H 3.65 2.58 -3.02  0.101
H 4.72 -0.85 -4.12  0.116
H 3.26 -2.51 -3.79  0.118
H 1.30 -2.43 -2.62  0.083
H 2.27 -1.72 -5.01  0.128
H -0.08 1.23 -4.32  0.121
H -0.31 -0.53 -2.95  0.136
P 2.05 2.30 -1.39  1.004
P 0.43 -2.68 -0.04  0.977
C 2.83 -1.40 -0.48  -0.248
C 2.30 -2.79 -0.19  -0.314
H 3.09 -0.75 0.38  0.064
H 3.49 -1.33 -1.38  0.052
H 2.62 -3.52 -0.96  0.099
H 2.72 -3.19 0.74  0.088
C -0.17 -3.43 1.46  -0.190
H -1.16 -3.88 1.26  0.059
H -0.29 -2.66 2.23  0.041
H 0.58 -4.16 1.74  0.068
C -0.53 -3.67 -1.34  -0.158
H 0.15 -4.41 -1.80  0.061
H -0.94 -2.99 -2.14  0.061
H -1.35 -4.21 -0.81  0.056
C 3.13 2.46 0.04  -0.211
H 2.75 3.24 0.68  0.056
H 4.15 2.69 -0.30  0.069
H 3.13 1.52 0.57  0.023
C 0.35 3.01 -1.39  -0.222
H -0.18 2.77 -0.44  0.051
H -0.22 2.59 -2.26  0.059
H 0.41 4.11 -1.52  0.055
C 0.45 -0.84 0.50  -0.235
C 0.41 -0.43 1.70  -0.026
C 0.66 -0.53 3.14  -0.215
C 1.84 -1.16 3.66  -0.036
C 1.99 -1.48 5.02  -0.078
C 1.03 -1.13 5.96  -0.072
C -0.09 -0.43 5.52  -0.058
C -0.26 -0.15 4.16  -0.063
H 2.65 -1.45 2.99  0.104
H 2.85 -2.03 5.38  0.106
H 1.14 -1.37 7.02  0.114
H -0.86 -0.14 6.24  0.118
H -1.20 0.33 3.91  0.042

Values from the calculation:
- energy relative to the best compared isomer or geometry (same formula, charge and spin) (kJ/mol) = 542.3
- net charge = +1
- E_LUMO (alpha / beta) (Eh) = -0.17007 / -0.17296
- calculated total energy (Ha) = -3854.951678



Entry 2:
Formula: C6H5N2O6PtS
Source: the OMol25 dataset
Level of theory: ωB97M-V/def2-TZVPD

Last column: Löwdin charge in e.
Positions of all 21 atoms, in Å:
Pt -1.17 -1.93 -1.56  1.630
O -0.84 -3.79 -4.58  -0.163
S -1.84 -3.13 -3.85  0.472
O -3.19 -3.02 -4.25  -0.159
O -1.32 -1.64 -3.44  -0.362
O -1.78 -3.58 -2.29  -0.397
O -0.83 -2.42 0.30  -0.276
N -0.75 -1.38 1.12  0.057
N -0.15 -0.33 0.38  -0.157
O -0.43 -0.26 -0.95  -0.234
C 0.42 0.72 0.99  -0.130
C 0.56 0.69 2.42  0.044
C 1.17 1.75 3.03  -0.020
C 1.63 2.84 2.27  0.028
C 1.48 2.86 0.87  -0.014
C 0.88 1.83 0.22  0.043
H 0.18 -0.15 2.98  0.122
H 1.29 1.75 4.11  0.130
H 2.10 3.67 2.77  0.129
H 1.84 3.71 0.31  0.130
H 0.76 1.82 -0.85  0.127

Values from the calculation:
- spin multiplicity = 5
- energy relative to the best compared isomer or geometry (same formula, charge and spin) (kJ/mol) = 7.1
- net charge = +1
- E_LUMO (alpha / beta) (Eh) = -0.17448 / -0.31712
- calculated total energy (Ha) = -1309.492472



Entry 3:
Formula: C55H67AlF3N2O2SbSeSi
Source: the OMol25 dataset
Level of theory: ωB97M-V/def2-TZVPD

Last column: Löwdin charge in e.
Positions of all 133 atoms, in Å:
Al 0.42 0.01 -0.99  -0.100
C -0.70 2.89 5.75  -0.067
C -1.94 2.95 4.85  -0.558
C -2.31 4.42 4.65  -0.045
C -3.09 2.22 5.55  -0.045
C -1.68 2.30 3.49  -0.168
C -0.48 1.71 3.14  -0.054
C -0.32 1.16 1.88  -0.368
Se 1.30 0.22 1.49  1.261
C 2.45 1.60 0.83  -0.357
C 3.32 2.22 1.71  -0.064
C 4.20 3.19 1.25  -0.168
C 4.17 3.47 -0.11  0.022
C 3.32 2.86 -1.03  -0.073
C 2.42 1.91 -0.55  -0.278
O 1.55 1.29 -1.35  -0.057
C 3.46 3.30 -2.50  -0.524
C 3.17 4.81 -2.60  -0.044
C 4.90 3.03 -2.97  -0.044
C 2.53 2.60 -3.49  -0.058
C 5.15 3.89 2.23  -0.559
C 4.33 4.59 3.32  -0.047
C 6.03 4.93 1.54  -0.066
C 6.06 2.84 2.88  -0.047
C -1.32 1.15 0.90  -0.277
O -1.09 0.62 -0.30  -0.104
C -2.57 1.73 1.25  -0.066
C -2.68 2.27 2.53  0.013
C -3.84 1.75 0.38  -0.523
C -4.83 0.75 0.99  -0.040
C -4.47 3.16 0.40  -0.050
C -3.63 1.40 -1.09  -0.066
H -0.93 3.37 6.70  0.085
H -0.41 1.86 5.96  0.087
H 0.15 3.41 5.30  0.085
H -2.51 4.90 5.61  0.084
H -1.51 4.96 4.16  0.091
H -3.21 4.53 4.04  0.076
H -3.29 2.67 6.52  0.084
H -4.01 2.26 4.97  0.076
H -2.84 1.17 5.70  0.091
H 0.35 1.66 3.84  0.096
H 3.30 1.94 2.75  0.104
H 4.86 4.22 -0.49  0.092
H 3.85 5.40 -1.98  0.075
H 3.28 5.14 -3.63  0.084
H 2.15 5.03 -2.27  0.092
H 5.64 3.56 -2.37  0.075
H 5.12 1.96 -2.91  0.086
H 5.02 3.35 -4.01  0.085
H 1.48 2.78 -3.27  0.079
H 2.74 2.99 -4.49  0.085
H 2.68 1.52 -3.51  0.082
H 3.67 5.34 2.88  0.091
H 3.70 3.89 3.87  0.075
H 4.99 5.09 4.03  0.084
H 5.44 5.72 1.08  0.087
H 6.68 5.40 2.29  0.085
H 6.67 4.48 0.78  0.086
H 5.48 2.08 3.42  0.077
H 6.66 2.33 2.13  0.090
H 6.74 3.31 3.60  0.084
H -3.64 2.70 2.80  0.098
H -5.09 1.01 2.02  0.083
H -5.75 0.72 0.40  0.085
H -4.40 -0.25 1.01  0.076
H -4.79 3.47 1.40  0.071
H -3.76 3.90 0.03  0.095
H -5.35 3.17 -0.24  0.085
H -3.25 0.39 -1.22  0.041
H -4.59 1.49 -1.60  0.089
H -2.93 2.09 -1.55  0.079
C -1.42 1.05 -4.04  0.006
C -0.69 -0.26 -3.98  -0.276
C -0.56 -1.10 -5.06  -0.030
C 0.21 -2.26 -4.93  -0.048
C 0.84 -2.56 -3.74  -0.023
C 0.68 -1.67 -2.67  -0.385
N -0.09 -0.56 -2.82  0.154
N 1.21 -1.71 -1.41  -0.016
Si 2.76 -2.49 -1.14  0.420
C 3.46 -2.08 0.54  -0.182
C 3.96 -1.87 -2.42  -0.145
C 2.63 -4.36 -1.19  -0.157
H -0.74 1.83 -4.40  0.091
H -1.77 1.33 -3.06  0.052
H -2.26 0.99 -4.73  0.089
H -1.05 -0.86 -5.99  0.111
H 0.31 -2.94 -5.77  0.116
H 1.42 -3.46 -3.63  0.097
H 3.71 -1.02 0.65  0.015
H 4.39 -2.64 0.64  0.044
H 2.81 -2.37 1.37  0.003
H 4.07 -0.79 -2.32  0.029
H 3.64 -2.08 -3.44  0.027
H 4.95 -2.32 -2.29  0.037
H 1.98 -4.72 -0.38  0.025
H 3.62 -4.79 -1.03  0.038
H 2.24 -4.76 -2.13  0.010
F -8.24 -5.02 -0.83  0.058
C -6.98 -4.53 -0.80  -0.283
C -5.93 -5.43 -0.85  -0.004
C -4.64 -4.92 -0.83  -0.125
C -4.40 -3.55 -0.76  -0.397
C -5.49 -2.68 -0.72  -0.126
C -6.79 -3.17 -0.74  -0.008
Sb -2.42 -2.73 -0.80  1.573
C -1.69 -3.61 1.01  -0.380
C -2.47 -4.40 1.86  -0.102
C -1.94 -4.92 3.03  -0.004
C -0.63 -4.63 3.36  -0.280
F -0.12 -5.13 4.50  0.058
C 0.17 -3.84 2.56  -0.003
C -0.38 -3.32 1.39  -0.141
C -1.71 -4.26 -2.13  -0.397
C -0.76 -5.21 -1.77  -0.116
C -0.31 -6.15 -2.69  -0.014
C -0.83 -6.12 -3.97  -0.283
F -0.39 -7.03 -4.87  0.055
C -1.78 -5.20 -4.36  -0.016
C -2.21 -4.27 -3.43  -0.136
H -6.13 -6.49 -0.90  0.120
H -3.80 -5.61 -0.88  0.104
H -5.33 -1.61 -0.68  0.071
H -7.65 -2.51 -0.72  0.119
H -3.50 -4.63 1.60  0.090
H -2.53 -5.54 3.70  0.120
H 1.18 -3.62 2.86  0.115
H 0.23 -2.69 0.76  0.053
H -0.38 -5.24 -0.76  0.090
H 0.43 -6.90 -2.42  0.122
H -2.16 -5.22 -5.37  0.120
H -2.96 -3.54 -3.73  0.104

Values from the calculation:
- energy relative to the best compared isomer or geometry (same formula, charge and spin) (kJ/mol) = 21.6
- E_LUMO (Eh) = 0.01809
- calculated total energy (Ha) = -5869.498929



Entry 4:
Formula: C32H71BO7
Source: the OMol25 dataset
Level of theory: ωB97M-V/def2-TZVPD

Last column: Löwdin charge in e.
Positions of all 111 atoms, in Å:
C -2.34 4.57 -0.33  0.032
C -1.74 5.56 -1.28  -0.586
O -1.84 5.44 -2.44  0.156
O -1.06 6.54 -0.67  0.006
C -1.21 7.83 -1.27  -0.168
C -1.79 8.79 -0.23  -0.137
C -3.32 8.79 -0.35  -0.171
C -3.86 9.84 -1.31  -0.163
O -5.25 10.14 -1.16  0.041
C -6.05 9.07 -1.37  -0.673
O -6.50 8.85 -2.41  0.208
O -6.26 8.36 -0.29  0.053
C -7.37 7.44 -0.42  -0.014
B -6.94 6.02 -1.04  -0.595
O -7.65 5.53 -2.11  0.161
O -5.94 5.25 -0.51  0.180
H -2.87 5.07 0.48  0.084
H -1.53 4.03 0.14  0.079
H -3.01 3.89 -0.84  0.084
H -0.23 8.17 -1.57  0.125
H -1.83 7.83 -2.15  0.119
H -1.41 9.80 -0.34  0.115
H -1.56 8.38 0.74  0.116
H -3.69 7.82 -0.67  0.105
H -3.78 8.97 0.62  0.124
H -3.61 9.59 -2.34  0.136
H -3.34 10.77 -1.09  0.126
H -7.69 7.24 0.60  0.126
H -8.20 7.88 -0.94  0.122
H -7.24 5.76 -2.95  0.118
H -5.09 5.71 -0.45  0.087
C 2.76 0.09 2.81  -0.111
C 2.09 1.33 2.23  -0.266
C 0.59 1.15 2.00  -0.225
C 0.23 0.05 1.00  -0.226
C 0.84 0.22 -0.39  -0.263
C 0.37 1.48 -1.11  -0.103
H 2.68 -0.76 2.13  0.058
H 3.82 0.28 2.98  0.066
H 2.30 -0.18 3.76  0.077
H 2.58 1.62 1.30  0.099
H 2.23 2.17 2.92  0.105
H 0.16 2.10 1.67  0.093
H 0.11 0.92 2.96  0.110
H -0.86 0.01 0.90  0.101
H 0.53 -0.92 1.40  0.100
H 0.56 -0.65 -1.00  0.093
H 1.93 0.22 -0.33  0.099
H -0.72 1.48 -1.22  0.060
H 0.81 1.53 -2.11  0.074
H 0.66 2.39 -0.58  0.064
C -2.21 -4.24 -2.53  -0.107
C -1.89 -2.92 -1.83  -0.271
C -2.97 -2.47 -0.85  -0.225
C -4.34 -2.17 -1.47  -0.225
C -4.34 -1.12 -2.58  -0.267
C -3.86 0.24 -2.09  -0.110
H -3.11 -4.18 -3.14  0.067
H -1.38 -4.53 -3.18  0.064
H -2.35 -5.04 -1.79  0.073
H -1.71 -2.15 -2.58  0.100
H -0.96 -3.04 -1.28  0.089
H -2.61 -1.57 -0.33  0.088
H -3.10 -3.23 -0.08  0.111
H -5.01 -1.85 -0.67  0.109
H -4.78 -3.10 -1.86  0.101
H -5.35 -1.03 -2.97  0.105
H -3.71 -1.45 -3.42  0.100
H -4.48 0.61 -1.28  0.077
H -3.89 0.97 -2.90  0.072
H -2.82 0.19 -1.74  0.048
C 2.25 -4.31 -0.34  -0.095
C 2.78 -5.49 -1.16  -0.261
C 1.67 -6.28 -1.86  -0.224
C 0.66 -6.95 -0.93  -0.233
C 1.26 -7.91 0.09  -0.270
C 1.96 -9.11 -0.54  -0.112
H 1.60 -4.64 0.46  0.071
H 3.08 -3.76 0.11  0.037
H 1.70 -3.62 -0.98  0.068
H 3.37 -6.15 -0.52  0.096
H 3.47 -5.11 -1.92  0.106
H 2.14 -7.04 -2.50  0.102
H 1.13 -5.61 -2.54  0.101
H -0.07 -7.48 -1.54  0.110
H 0.10 -6.17 -0.40  0.096
H 0.45 -8.28 0.73  0.104
H 1.95 -7.39 0.75  0.098
H 1.27 -9.67 -1.17  0.075
H 2.33 -9.78 0.23  0.068
H 2.81 -8.80 -1.15  0.065
C 8.07 -4.05 4.76  -0.113
C 7.40 -2.80 4.18  -0.270
C 5.90 -2.97 3.96  -0.227
C 5.51 -4.06 2.95  -0.225
C 6.10 -3.89 1.55  -0.263
C 5.65 -2.61 0.85  -0.106
H 7.99 -4.90 4.08  0.065
H 9.13 -3.86 4.93  0.068
H 7.62 -4.32 5.71  0.074
H 7.89 -2.52 3.25  0.098
H 7.55 -1.97 4.88  0.104
H 5.48 -2.01 3.64  0.092
H 5.42 -3.20 4.91  0.110
H 4.42 -4.08 2.87  0.107
H 5.80 -5.04 3.34  0.101
H 5.80 -4.75 0.94  0.099
H 7.19 -3.92 1.60  0.099
H 4.56 -2.58 0.76  0.043
H 6.07 -2.56 -0.16  0.073
H 5.97 -1.72 1.39  0.067

Values from the calculation:
- SMILES = CC(=O)OCCCCOC(=O)OCB(O)O.CCCCCC.CCCCCC.CCCCCC.CCCCCC
- E_LUMO (Eh) = 0.01670
- calculated total energy (Ha) = -1813.483505



Entry 5:
Formula: C5H5F
Source: the OMol25 dataset
Level of theory: ωB97M-V/def2-TZVPD

Last column: Löwdin charge in e.
Positions of all 11 atoms, in Å:
C 1.28 0.05 -2.18  0.153
C 0.67 0.41 -0.97  -0.115
C -0.13 0.18 0.11  -0.334
C 0.19 0.43 1.71  -0.042
C -1.19 -0.70 -0.20  0.000
F -1.29 -1.23 -1.54  -0.079
H 1.81 0.13 -3.19  0.039
H -0.91 0.75 2.31  0.153
H 0.70 1.47 1.51  0.082
H 0.87 -0.26 2.12  0.025
H -2.00 -1.22 0.33  0.117

Values from the calculation:
- SMILES = C#C/C(C)=C\F
- energy relative to the best compared isomer or geometry (same formula, charge and spin) (kJ/mol) = 481.7
- E_LUMO (Eh) = 0.00028
- calculated total energy (Ha) = -293.158551



Entry 6:
Formula: C4H6N2O
Source: the OMol25 dataset
Level of theory: ωB97M-V/def2-TZVPD

Last column: Löwdin charge in e.
Positions of all 13 atoms, in Å:
C 2.04 0.36 0.15  -0.047
C 0.59 0.03 0.08  -0.402
C 0.11 -1.29 0.19  -0.111
N -1.29 -1.06 0.12  0.091
C -1.49 0.26 -0.04  -0.474
O -2.72 0.75 -0.13  0.120
N -0.38 0.97 -0.11  0.162
H 2.19 0.85 1.12  0.086
H 2.37 1.04 -0.64  0.078
H 2.66 -0.55 0.15  0.082
H 0.59 -1.32 -0.84  0.140
H -2.02 -1.74 0.24  0.149
H -2.64 1.70 -0.29  0.126

Values from the calculation:
- SMILES = Cc1c[nH]c(O)n1
- energy relative to the best compared isomer or geometry (same formula, charge and spin) (kJ/mol) = 207.6
- E_LUMO (Eh) = 0.02556
- calculated total energy (Ha) = -340.715846



Question: The highest calculated total energy belongs to which entry?
Answer: C5H5F



Question: What is the calculated total energy in the fifth record?
Answer: -293.158551 Ha



Question: calculated total energy of number 2 (C6H5N2O6PtS)?
Answer: -1309.492472 Ha



Question: What is the calculated total energy in the fourth record?
Answer: -1813.483505 Ha